The following is a DFT calculation (ωB97M-V/def2-TZVPD) of C6H6N2O in the gas phase.

Each line ends with the Löwdin charge.
Positions of all 15 atoms, in Å:
C -1.38 0.04 0.13  -0.20
C -0.07 -0.25 2.09  -0.13
C 1.29 -0.26 1.38  0.05
C 1.16 -0.25 0.00  -0.13
C 1.54 -0.24 -1.39  -0.11
C -0.11 0.10 -0.54  -0.27
H -2.89 0.17 -1.21  -0.05
H -2.22 1.49 -1.25  0.11
H 0.03 -0.40 3.24  0.12
H 2.12 -0.24 1.99  0.06
H 2.23 0.58 -1.97  0.20
H 1.85 -1.22 -1.56  0.11
N -2.53 0.70 -0.61  0.11
N -1.23 -0.15 1.47  0.07
O 0.19 -0.07 -1.77  0.06

Values from the calculation:
**Kohn-Sham gap**: 9.0352 eV
**ΔE to the lowest compared entry with this formula, charge and spin**: 413.67 kJ/mol
**HOMO energy**: -0.310 Ha
**Lowest unoccupied orbital energy**: 0.61 eV
**E**: -416.81612 Ha
**Molecular weight**: 122.127 g mol⁻¹